DFT (wB97M-V/def2-TZVPD) results for C48H43N2O3PSiZn as an isolated structure at a distorted geometry.

The geometry in XYZ format:
```
99
Properties=species:S:1:pos:R:3:lowdin_charge:R:1
Zn -8.24284 -8.98860 19.07565 0.628
O -8.96029 -10.89648 19.39671 -0.160
C -9.60129 -11.27616 20.47831 -0.352
C -10.74779 -12.11073 20.42178 -0.049
C -11.32431 -12.56183 21.55938 -0.154
C -10.87595 -12.21814 22.82844 -0.164
C -9.85266 -11.31208 22.97579 -0.082
C -9.16159 -10.92816 21.81958 -0.167
C -8.02625 -10.08933 22.00256 -0.101
N -7.36280 -9.53090 21.00121 -0.081
N -6.13137 -9.13438 21.18016 0.034
C -5.56247 -8.87566 19.95650 -0.431
O -6.19373 -8.87804 18.86582 -0.078
C -4.11197 -8.55089 19.99726 -0.134
C -3.43364 -8.49384 18.79176 -0.042
C -2.13461 -8.03619 18.77909 -0.104
C -1.47346 -7.71641 19.97055 -0.123
C -2.12327 -7.84799 21.17914 -0.116
C -3.43358 -8.29767 21.20043 -0.036
H -11.10762 -12.39404 19.43437 0.105
H -12.21210 -13.18639 21.52184 0.085
H -11.34830 -12.66169 23.72340 0.082
H -9.53899 -10.90173 23.95163 0.105
H -7.69500 -10.00955 23.03640 0.100
H -3.92929 -8.82505 17.89600 0.112
H -1.63303 -7.87538 17.83576 0.090
H -0.45095 -7.35118 19.91249 0.086
H -1.61249 -7.59837 22.10844 0.092
H -3.95802 -8.40683 22.14998 0.102
C -11.51097 -3.27896 23.93069 -0.116
C -10.80088 -2.92901 22.76886 -0.101
C -10.06775 -3.88719 22.07767 -0.071
C -10.01001 -5.21641 22.57025 -0.396
C -10.71700 -5.52206 23.74624 -0.120
C -11.41986 -4.56093 24.46262 -0.108
P -9.19571 -6.60764 21.82061 1.068
C -7.89693 -5.79146 20.91427 -0.386
C -6.65893 -5.69997 21.58407 -0.116
C -5.65899 -4.90950 21.06292 -0.104
C -5.80780 -4.31474 19.80446 -0.089
C -7.02417 -4.42379 19.10616 -0.075
C -8.06170 -5.19397 19.64344 -0.070
C -10.35264 -7.05821 20.47177 -0.399
C -11.63839 -6.44973 20.42691 -0.116
C -12.65953 -6.99938 19.65710 -0.130
C -12.42463 -8.20882 18.99104 -0.121
C -11.15947 -8.78206 19.00977 -0.150
C -10.11152 -8.18780 19.69854 -0.181
H -12.07495 -2.50198 24.43635 0.084
H -10.84943 -1.91233 22.41888 0.086
H -9.54534 -3.60620 21.15786 0.104
H -10.69482 -6.53954 24.12600 0.091
H -11.85977 -4.84537 25.41432 0.091
H -6.52572 -6.21771 22.50985 0.083
H -4.75917 -4.70450 21.65016 0.095
H -4.98556 -3.78798 19.34644 0.087
H -7.11671 -3.94331 18.13667 0.090
H -8.99105 -5.31291 19.08025 0.096
H -11.82403 -5.53897 20.98487 0.075
H -13.62250 -6.47277 19.55071 0.084
H -13.21974 -8.72255 18.44337 0.086
H -10.97200 -9.65220 18.42504 0.077
C -9.44706 -6.18386 13.70603 -0.104
C -9.68936 -6.59349 15.19423 -0.589
C -9.99497 -5.43722 16.15684 -0.101
C -10.87959 -7.56691 15.24400 -0.104
Si -8.13673 -7.50047 15.92321 0.421
O -8.54293 -8.08151 17.31839 -0.312
C -6.79582 -6.16251 15.96134 -0.197
C -5.58953 -6.50387 16.58402 -0.081
C -4.43883 -5.75502 16.47900 -0.085
C -4.47958 -4.56780 15.72890 -0.112
C -5.70162 -4.08243 15.25983 -0.095
C -6.85223 -4.89441 15.39909 -0.122
C -7.51213 -8.84904 14.73798 -0.168
C -7.79326 -10.20857 14.99049 -0.079
C -7.43939 -11.17448 14.08107 -0.110
C -6.72258 -10.83015 12.94016 -0.123
C -6.40654 -9.50549 12.65948 -0.116
C -6.76251 -8.52439 13.56763 -0.092
H -10.20187 -5.36985 13.44875 0.083
H -9.63957 -7.04769 13.02367 0.078
H -8.45421 -5.76991 13.51463 0.040
H -11.01466 -5.03381 15.86775 0.089
H -9.30055 -4.60782 16.20166 0.046
H -10.15291 -5.81445 17.19272 0.076
H -11.72814 -7.04975 14.79830 0.064
H -11.14300 -7.82970 16.28985 0.071
H -10.66654 -8.50708 14.68637 0.082
H -5.57052 -7.37021 17.24243 0.080
H -3.50491 -6.06233 16.91273 0.081
H -3.55288 -4.01856 15.60180 0.083
H -5.76667 -3.12575 14.76604 0.082
H -7.76942 -4.49243 15.02653 0.065
H -8.35008 -10.48045 15.87645 0.104
H -7.72182 -12.21592 14.26060 0.099
H -6.55141 -11.58068 12.19009 0.079
H -5.81852 -9.21709 11.80369 0.085
H -6.46111 -7.50794 13.41477 0.087
```

net charge: -2
HOMO-LUMO gap: 5.510 eV
maximum force: 0.0753 hartree/bohr